# C43H90N6O6

A 6-piece molecular cluster, C43H90N6O6 overall at a distorted geometry (ωB97M-V/def2-TZVPD, the OMol25 dataset).

Summary:
- Net charge: +4
- Total energy: -2470.531249 Ha

Structure (XYZ):
```
145
Properties=species:S:1:pos:R:3:forces:R:3
N -0.370726 -0.279532 0.850749 -1.3956 1.8840 -1.8873
O -0.538756 -1.096622 -0.057961 0.1653 -1.3378 -1.0830
O -0.132576 -0.630632 1.972989 0.9820 -1.1433 3.0279
O -0.539586 0.934738 0.595319 0.2741 0.4964 -0.0394
C 7.539594 1.101398 -3.262221 0.6531 1.1615 1.0411
C 6.942404 -0.298862 -3.444851 1.5072 0.5258 -2.5074
C 7.812054 -1.366872 -2.718281 -1.0242 -0.2756 -0.3013
C 7.694464 -1.422012 -1.228531 -0.4220 0.7888 1.7381
C 6.646024 -0.473902 -0.577081 -0.2400 0.8517 -1.4535
C 5.271724 -0.452822 -1.370291 1.0021 0.6577 1.3355
N 5.572944 -0.317342 -2.918071 -5.6416 -2.9179 -3.8605
O 4.537014 -0.526412 -3.776551 6.4187 1.6709 5.4432
C 4.440894 0.813198 -0.949631 0.2596 -0.7380 -0.7921
C 4.533704 -1.770822 -1.064221 -0.5046 -0.8521 -0.8774
C 7.034224 -0.601682 -5.005461 -1.3769 -0.8902 1.1948
H 8.495384 1.207248 -3.775401 -0.0784 -0.6237 -0.3131
H 7.817124 1.314438 -2.229891 -0.3194 0.0167 0.0927
H 6.958774 1.945568 -3.633861 -0.4543 -0.3310 -0.0307
H 8.859084 -1.154852 -2.934761 -0.2727 0.0307 -0.6562
H 7.530704 -2.343672 -3.111761 0.1867 0.0821 -0.3707
H 8.690884 -1.110542 -0.915121 -0.2513 -0.4199 0.9565
H 7.427234 -2.416102 -0.870101 0.5728 -0.1069 -0.1445
H 7.012364 0.550358 -0.507741 0.1379 0.0317 -0.3266
H 6.437544 -0.677532 0.473229 -0.2075 -0.5994 -0.1601
H 3.706014 0.982608 -1.736621 -0.2720 0.1262 0.2965
H 5.059174 1.703158 -0.832221 0.0954 -0.1313 -0.1207
H 3.952584 0.592058 -0.000551 -0.0169 0.0099 -0.1642
H 5.164364 -2.592192 -0.724041 0.6080 0.2926 -0.2581
H 4.020594 -2.157422 -1.944761 -0.1504 0.1312 -0.0075
H 3.786484 -1.735682 -0.271431 -0.0369 0.8427 -0.1000
H 6.437444 0.093768 -5.595631 0.1799 -0.0441 0.0335
H 6.637994 -1.612012 -5.107091 -0.4786 0.0169 -0.3260
H 8.036264 -0.731322 -5.414381 0.2265 0.7172 0.6231
C 2.035094 0.697768 7.710129 -0.4950 1.2886 -0.6779
C 1.489184 0.185738 6.311229 0.6093 -1.5297 -0.2324
C 0.660534 -1.069132 6.540089 -0.9863 -0.8963 0.9169
C -0.698686 -0.851182 7.242919 -0.2947 0.3908 -0.9683
C -1.569456 0.177128 6.430909 0.1978 -0.8978 0.3693
C -0.897486 1.542558 6.170569 -0.6005 -1.2431 -0.3329
N 0.520004 1.202548 5.681859 3.5589 7.0867 -3.7326
O 1.035084 2.133168 4.828809 -2.9772 -6.3074 5.0920
C -0.821726 2.338208 7.508729 0.4153 1.1954 -0.6434
C -1.671926 2.327108 5.031539 0.6526 -0.3966 0.7198
C 2.644574 -0.226782 5.350989 -0.4545 0.8310 -0.9441
H 3.082824 0.490078 7.927429 -0.0837 -0.6353 -0.5900
H 1.426264 0.362518 8.549789 -0.0562 -0.0606 -0.2484
H 2.018454 1.787368 7.685439 -0.0593 0.0912 0.1857
H 1.277284 -1.777462 7.093249 0.1665 0.2862 0.4492
H 0.477524 -1.665092 5.645979 -0.1089 0.6123 -0.5485
H -0.689376 -0.584202 8.299679 0.5577 0.4373 -0.0425
H -1.202926 -1.816422 7.289249 -0.1833 0.0127 -0.3623
H -2.490126 0.317648 6.997229 0.0099 0.3951 -0.0870
H -1.886596 -0.192222 5.455669 0.2100 -0.4584 -0.0121
H -0.032156 2.213858 8.249819 0.0331 -0.7639 -0.4098
H -1.770056 2.235008 8.036109 -0.0361 0.0138 -0.2825
H -0.680866 3.363128 7.165529 -0.2511 0.2687 0.3498
H -1.351596 3.367558 4.977259 0.0229 -0.1267 0.0144
H -2.746396 2.298538 5.212619 0.0789 -0.0060 0.5417
H -1.567326 1.861098 4.051749 0.4399 -0.1408 0.0607
H 2.318554 -0.697452 4.423479 -0.8490 -0.0655 0.0949
H 3.275564 -0.999482 5.790179 0.0657 0.5170 0.5216
H 3.192254 0.621098 4.939589 0.4076 0.0794 0.7228
C -0.455776 6.766598 -0.679921 -0.4389 -0.6978 -0.9925
C -2.036346 6.824298 -0.685131 1.9682 -0.8823 0.2327
C -2.517386 6.758918 0.772829 0.5362 -0.1895 -0.3231
C -3.986166 6.969968 0.884699 -0.2141 0.4263 -0.3765
C -4.274336 8.385598 0.361989 0.0804 -0.4998 0.4639
C -3.824866 8.724138 -1.077251 -0.7650 1.1729 0.9560
N -2.457406 8.138278 -1.290311 1.5995 0.3890 -9.2057
O -1.871316 8.502888 -2.562331 -3.2180 -2.2536 8.5747
C -3.759436 10.278508 -1.222971 0.9460 -0.1591 -0.6414
C -4.809746 8.099218 -2.112781 0.0268 -0.4703 -0.1253
C -2.559966 5.550508 -1.575091 0.5191 1.4915 0.0245
H -0.059006 6.769588 -1.695141 -0.1481 0.7062 -0.1068
H -0.119286 5.771318 -0.389591 -0.4544 -0.0510 0.6410
H 0.049304 7.501158 -0.052701 -0.3538 0.1147 -0.0949
H -1.945816 7.507118 1.322019 -0.1455 0.1883 0.1804
H -2.246026 5.808248 1.231819 0.2847 -0.1727 -0.4431
H -4.259906 6.838298 1.931519 -0.3473 0.3300 -0.0889
H -4.516736 6.208058 0.313659 -0.1359 -0.0499 0.0196
H -3.698096 9.052348 1.003469 -0.4534 0.2625 0.2302
H -5.347306 8.562528 0.436399 0.1467 0.4922 -0.0311
H -3.146766 10.752628 -0.456191 -0.1441 -0.2911 0.3355
H -4.727956 10.778298 -1.239381 -0.1092 -0.5069 0.0955
H -3.236936 10.528388 -2.146361 -0.2782 -0.0654 -0.2067
H -4.868556 7.024318 -1.941801 0.2724 0.0070 -0.4252
H -4.601736 8.369168 -3.148131 0.4671 -0.2278 0.1117
H -5.846996 8.398858 -1.963041 0.2170 0.6380 0.5939
H -3.639896 5.483908 -1.707121 0.2063 0.0746 0.3315
H -2.161016 4.653948 -1.100611 -0.1053 0.1931 0.2788
H -2.105366 5.623878 -2.563041 -0.0068 0.1413 0.0085
C 0.951004 -3.739822 -5.902881 0.0262 -0.1682 0.0256
C -0.499266 -3.447662 -5.536721 0.2308 0.2039 1.4131
C -0.689596 -1.980102 -5.037541 -1.6921 -0.2088 -0.7716
N -2.210636 -1.591032 -5.144351 0.9249 1.7778 -0.7860
C -3.110176 -2.611132 -4.465641 1.0555 0.3061 -0.3007
C -2.525796 -1.336052 -6.650991 -1.0689 -0.2640 1.3287
C -3.747806 -0.382812 -6.620581 -0.4247 -1.5540 -0.5334
C -3.793216 0.367748 -5.299911 2.1472 -0.4348 0.9259
C -2.487346 -0.171622 -4.562491 -0.3845 0.0889 -0.1378
H 1.015484 -3.705192 -6.990421 0.5674 0.2236 0.1283
H 1.261974 -4.733952 -5.581771 -0.1760 -0.0532 -0.1245
H 1.637584 -3.054262 -5.406161 0.0774 0.1648 -0.2983
H -0.805756 -4.084342 -4.706781 0.0702 -0.1078 0.1016
H -1.113676 -3.790992 -6.369021 -0.2787 0.7182 -0.0494
H -0.147746 -1.252882 -5.642231 -0.1992 -0.0813 -0.2661
H -0.405036 -1.744172 -4.012121 0.0427 -0.7036 0.1729
H -2.700536 -2.728382 -3.462381 -0.2352 0.1679 0.1031
H -2.985156 -3.575172 -4.958701 -0.3536 0.2379 -0.1826
H -4.143366 -2.265182 -4.435301 0.1880 -0.0407 -0.1570
H -2.740666 -2.323772 -7.058861 0.0325 0.2938 -0.3333
H -1.700676 -0.851802 -7.173261 0.3011 -0.3185 0.4976
H -4.618156 -1.031092 -6.722161 -0.2481 0.3942 -0.3485
H -3.647216 0.284198 -7.476781 -0.4101 -0.0723 0.0957
H -4.571426 0.198418 -4.555721 -0.5897 -0.1827 -0.8349
H -3.770926 1.425838 -5.560791 0.2921 0.0443 0.6841
H -2.610546 -0.245812 -3.482011 -0.0025 -0.1799 -0.0513
H -1.609906 0.453638 -4.727561 0.0652 -0.2289 -0.3148
C -3.694536 -4.944402 4.311239 1.0365 -1.5096 -0.4663
C -3.313906 -5.838702 3.045619 -0.1085 0.3621 0.7399
C -1.838476 -5.783772 2.637839 -0.0922 1.3470 -2.0591
N -1.490806 -6.503082 1.299209 0.4056 -1.7726 -0.2616
C -2.256756 -5.946572 0.069649 0.1091 -1.0204 1.2775
C -1.733186 -8.033942 1.405839 0.1546 -0.2533 -1.6099
C -0.748466 -8.739322 0.379489 -0.6698 0.7906 1.0244
C 0.369354 -7.686042 0.108579 -0.1660 0.3105 0.5817
C 0.015334 -6.426362 0.991339 -0.4185 -0.7291 -0.4032
H -3.333086 -5.463632 5.198849 -0.2479 -0.1852 0.1116
H -4.781826 -4.885782 4.360779 0.2120 0.3031 0.0448
H -3.181306 -3.985502 4.383439 -0.3471 0.2013 -0.6312
H -3.941136 -5.490952 2.224789 0.2292 0.0729 -0.2070
H -3.626336 -6.867492 3.224649 0.0096 -0.0227 0.2381
H -1.037356 -6.006922 3.342469 -0.4578 -0.5154 0.1648
H -1.646266 -4.772002 2.280809 0.0887 0.4564 0.5985
H -2.190256 -4.860152 0.127769 -0.2761 -0.1505 -0.1713
H -3.249566 -6.394292 0.114229 -0.2287 0.7496 0.2716
H -1.876286 -6.354872 -0.866641 0.6931 0.1413 0.2749
H -2.742776 -8.225852 1.042499 -0.0912 0.1225 0.4820
H -1.631676 -8.427242 2.417339 0.1803 0.5868 0.0549
H -1.345656 -9.057882 -0.474901 0.3148 0.4898 -0.3541
H -0.434196 -9.694662 0.799779 0.4399 0.2828 0.1820
H 0.516574 -7.478782 -0.951361 -0.4346 0.2548 0.0373
H 1.362364 -7.994332 0.435679 -0.1572 -0.3401 0.1250
H 0.237664 -5.463992 0.530339 -0.0803 -0.0498 0.0408
H 0.542134 -6.499402 1.942779 -0.1237 0.0420 -0.0162
```
Positions in Å, forces in eV/Å.

Results of the Mulliken charge analysis, in e, for atoms 1 through 5: atom 1 (N): 1.00, atom 2 (O): -0.64, atom 3 (O): -0.67, atom 4 (O): -0.68, atom 5 (C): -1.55